The following is a DFT calculation (wB97M-V/def2-TZVPD) of a molecular structure, C17H43BrGaO9P2S at a distorted geometry.

Properties
gap between HOMO and LUMO	6.74	eV
max |F|	5.0	eV/Å
E_LUMO	2.18	eV
calculated total energy	-6930.586231	hartree

Geometry as ORCA input:
```
! RIJCOSX wB97M-V def2-TZVPD def2/J DEFGRID3
* xyz -1 1
C -4.7678 -3.7016 -4.1700
C -4.0754 -2.4094 -3.7152
C -2.5847 -2.5880 -3.4305
Br -1.6939 -3.5815 -4.8810
Ga -2.1206 -3.4742 -1.6359
S -3.5406 -2.7832 0.0552
C -1.9729 -5.5140 -1.7663
O -2.8785 -6.1936 -0.8624
C -4.1002 -6.5283 -1.4539
H -4.6419 -3.8588 -5.2395
H -4.3157 -4.5569 -3.6674
H -5.8355 -3.6702 -3.9518
H -4.1973 -1.6682 -4.5143
H -4.5846 -2.0493 -2.8208
H -2.1271 -1.6005 -3.4337
H -0.6430 -2.9464 -1.2557
H -3.8932 -3.9062 0.6884
H -0.9750 -5.7897 -1.4188
H -2.0724 -5.8926 -2.7895
H -4.4811 -7.4206 -0.9514
H -4.0037 -6.7188 -2.5274
H -4.8494 -5.7363 -1.3143
O 1.6154 -1.3577 1.4619
P 1.5399 -1.5048 2.9232
O 3.0467 -1.9308 3.3949
C 4.1704 -1.2386 2.8754
C 4.4239 0.0720 3.6004
O 0.7275 -2.8291 3.2477
C -0.0370 -3.5084 2.2261
C 0.7662 -4.6271 1.6047
O 1.1153 -0.8289 4.3315
C 0.9567 0.5722 4.5807
C 0.3813 1.3302 3.4117
H 4.0492 -1.0658 1.8030
H 5.0253 -1.9036 3.0072
H 3.6395 0.8000 3.3741
H 5.3769 0.5050 3.2918
H 4.4384 -0.0827 4.6799
H -0.3856 -2.8095 1.4679
H -0.9196 -3.9160 2.7174
H 1.7318 -4.2648 1.2505
H 0.2212 -5.0595 0.7654
H 0.9630 -5.4107 2.3401
H 1.9151 0.9977 4.8913
H 0.2830 0.6543 5.4339
H 1.0652 1.3153 2.5679
H 0.2028 2.3720 3.6810
H -0.5607 0.8829 3.0882
O 0.1442 5.0117 -1.9741
P 1.0753 5.1478 -0.8516
O 0.5779 4.3521 0.4388
C 0.0906 3.0062 0.3089
C 1.2244 2.0049 0.2468
O 0.9421 6.6514 -0.2917
C 0.1399 7.6207 -0.9600
C -1.2455 7.6949 -0.3523
O 2.6580 5.1247 -0.6856
C 3.5281 4.2935 -1.4833
C 3.0619 4.1097 -2.9127
H -0.5551 2.9153 -0.5660
H -0.5246 2.8224 1.1887
H 1.7746 2.0969 -0.6939
H 0.8448 0.9839 0.3092
H 1.9296 2.1723 1.0603
H 0.0864 7.4106 -2.0280
H 0.6514 8.5780 -0.8421
H -1.7051 6.7074 -0.3142
H -1.8874 8.3592 -0.9331
H -1.1923 8.0688 0.6713
H 3.6533 3.3271 -0.9901
H 4.5012 4.7830 -1.4733
H 2.1187 3.5620 -2.9580
H 3.8022 3.5452 -3.4791
H 2.9083 5.0752 -3.3965
*
```

***

The following is a DFT calculation (wB97M-V/def2-TZVPD) of a molecular structure, C50H132Cs2N2O42 at a distorted geometry.

Properties
gap between HOMO and LUMO	7.56	eV
max |F|	3.3	eV/Å
E_LUMO	-0.40	eV
calculated total energy	-5294.001127	hartree

Geometry as ORCA input:
```
! RIJCOSX wB97M-V def2-TZVPD def2/J DEFGRID3
* xyz 0 1
Cs -4.1197 -0.8172 -2.4556
Cs 5.7071 -0.5316 1.1535
C 0.2073 0.2463 0.3684
C -0.9287 -0.4663 -0.0154
C -1.2439 -1.8381 0.5648
O -2.3306 -2.3622 0.1808
C -0.3997 -2.3933 1.5492
C 0.7407 -1.6534 1.9766
C 1.0578 -0.2497 1.3952
O 1.9474 0.3953 1.9689
O 1.6437 -2.0704 2.7652
O -1.8155 0.0309 -0.7894
H 0.1578 1.2633 0.0204
H -0.5797 -3.4415 1.7677
C -2.1906 3.8730 2.9120
C -1.8785 2.6449 2.0622
C -2.7722 1.4568 2.4179
O -2.5725 0.8132 3.6973
C -1.3053 0.3613 4.0255
N -2.1402 3.0499 0.6658
H -2.2454 3.7193 3.9735
H -3.1092 4.2779 2.6231
H -1.3622 4.5604 2.6416
H -0.8633 2.4179 2.2603
H -2.6607 0.6646 1.6438
H -3.8089 1.8269 2.4117
H -0.5562 1.1727 3.9385
H -0.9858 -0.5206 3.4658
H -1.3306 0.0063 5.0665
H -1.6670 3.9131 0.4835
H -1.6079 2.4097 0.0905
C 5.7901 2.7682 -3.8961
C 5.4221 3.1393 -2.4809
C 5.7523 4.6262 -2.1964
O 5.4349 4.8984 -0.8888
C 5.9997 6.1234 -0.3837
N 4.0531 2.7978 -2.2119
H 5.7450 1.6809 -4.0021
H 6.8327 3.0034 -4.0697
H 5.1520 3.3159 -4.6144
H 5.9902 2.5143 -1.7581
H 5.2118 5.2183 -2.9230
H 6.8109 4.7120 -2.4984
H 5.6434 6.2255 0.6450
H 5.6668 6.9372 -1.0418
H 7.0985 6.0232 -0.3915
H 3.3347 3.1069 -2.8540
H 3.7012 3.0548 -1.2898
C -2.0043 -5.1802 -1.9502
C -0.8945 -4.3618 -2.6044
O -1.1842 -2.9697 -2.5234
O -2.1497 -4.9824 -0.5368
H -1.7000 -6.2392 -2.0359
H -2.9414 -5.0090 -2.3733
H -0.7387 -4.5633 -3.6638
H 0.0355 -4.6108 -2.0496
H -1.4236 -2.7130 -1.6242
H -2.2542 -4.0274 -0.4040
C 0.0892 2.2156 6.7779
C 0.6921 2.8705 7.9975
O 1.9727 3.4225 7.6271
O -0.2277 3.2272 5.7630
H -0.9076 1.7959 7.0468
H 0.7579 1.4089 6.3746
H 0.8676 2.1635 8.8252
H 0.0294 3.5870 8.4928
H 1.7155 4.2663 7.2162
H 0.3531 2.9912 5.0134
C 0.9107 -4.1414 5.9808
C 0.2521 -4.7140 4.7193
O 1.2089 -4.8449 3.6367
O 1.9419 -3.2637 5.6177
H 1.4126 -4.9450 6.5365
H 0.2336 -3.6970 6.6543
H -0.6355 -4.1754 4.3690
H -0.0038 -5.7465 4.9556
H 1.5119 -3.9565 3.3758
H 1.7409 -2.3502 5.7487
C -3.6129 4.7193 -6.6161
C -3.7169 6.1389 -6.0956
O -2.4862 6.8160 -5.8656
O -3.2491 3.8408 -5.5119
H -2.8444 4.7446 -7.3998
H -4.6121 4.4299 -6.9989
H -4.3470 6.0848 -5.2208
H -4.1298 6.7157 -6.8902
H -2.0331 6.3770 -5.1002
H -2.3870 3.3773 -5.6300
C -5.1628 -0.4931 -6.0988
C -4.6449 0.8955 -6.4016
O -4.1368 1.3875 -5.2003
O -4.0954 -1.3618 -5.6440
H -5.5542 -0.9150 -7.0116
H -5.8856 -0.5340 -5.3213
H -5.5491 1.4205 -6.7440
H -3.8945 0.9168 -7.2175
H -3.8671 2.3120 -5.3412
H -3.3046 -1.2011 -6.1967
C 5.7279 -4.1992 3.3967
C 4.2845 -3.6595 3.3806
O 3.5127 -4.1648 2.2624
O 6.3410 -4.0814 2.1206
H 5.7420 -5.2556 3.6311
H 6.3292 -3.6568 4.0940
H 4.2667 -2.5596 3.2915
H 3.7813 -3.8337 4.3819
H 3.0491 -3.3760 2.0057
H 5.9800 -4.8006 1.5754
C 0.9328 6.0234 -0.4329
C 1.6480 5.1744 -1.4012
O 1.1136 5.1844 -2.7170
O -0.3856 5.6360 -0.2321
H 0.9936 7.0326 -0.8884
H 1.5059 6.1298 0.5084
H 1.6656 4.1496 -1.0710
H 2.7029 5.5055 -1.3961
H 1.6095 5.7958 -3.2282
H -0.9457 6.2291 -0.7909
C 1.7689 3.7272 2.4014
C 3.0769 3.5377 1.6535
O 3.0284 2.5802 0.5857
O 1.4204 2.7352 3.3512
H 0.9318 3.8559 1.6737
H 1.8578 4.6890 2.9831
H 3.8630 3.3730 2.3511
H 3.3475 4.5079 1.2562
H 2.5183 1.7698 0.8665
H 1.6428 1.8625 2.9815
C -4.6081 -1.6075 2.9545
C -3.6828 -2.1880 4.0597
O -4.2071 -3.1760 4.8245
O -4.5798 -2.2076 1.6963
H -4.4356 -0.5081 2.7984
H -5.7284 -1.7021 3.1557
H -3.3019 -1.3229 4.6037
H -2.8596 -2.4965 3.4353
H -4.5366 -3.8692 4.2652
H -3.7042 -2.3709 1.3331
C -0.9119 2.1529 -3.8220
C 0.5038 2.0467 -3.3145
O 1.3086 1.1072 -4.0205
O -0.8671 3.0012 -5.0120
H -1.6187 2.6079 -3.1894
H -1.3106 1.1551 -4.1825
H 0.5103 1.7809 -2.2398
H 1.0331 3.0311 -3.4312
H 0.9985 0.2207 -3.7479
H -1.0196 3.9372 -4.7226
C -0.7763 -1.5411 -5.2017
C -0.5791 -1.0133 -6.6044
O -1.7304 -1.1614 -7.4680
O 0.4873 -1.7036 -4.5544
H -1.2294 -2.5290 -5.2819
H -1.4602 -0.9517 -4.6145
H 0.2407 -1.5746 -7.0405
H -0.1850 0.0083 -6.6170
H -1.6446 -1.9879 -7.9510
H 0.2377 -2.1410 -3.7241
C -5.6831 -6.3252 0.5192
C -5.0686 -6.2112 1.9021
O -5.4438 -5.0748 2.6368
O -5.2118 -5.4113 -0.4782
H -6.7582 -6.1854 0.6376
H -5.5475 -7.3118 0.1309
H -3.8986 -6.3122 1.8958
H -5.4207 -7.0703 2.4316
H -5.1762 -4.3331 2.1025
H -4.1944 -5.3298 -0.3792
C 0.2812 -7.2781 1.6064
C 1.0764 -8.6003 1.6344
O 1.9689 -8.6661 2.7131
O 1.1387 -6.1892 1.3969
H -0.2468 -7.2002 2.5081
H -0.4735 -7.2599 0.7729
H 1.5555 -8.6517 0.6612
H 0.4837 -9.4959 1.6096
H 2.1299 -7.7411 3.0025
H 1.1452 -5.6176 2.1684
C 3.4936 -1.9049 -1.8070
C 3.2784 -0.4144 -1.9603
O 4.3281 0.3620 -1.4057
O 3.5328 -2.3906 -0.4927
H 4.4004 -2.2142 -2.3014
H 2.7206 -2.4457 -2.3531
H 2.3387 -0.1530 -1.5521
H 3.2866 -0.2582 -3.0174
H 4.1022 1.3351 -1.7066
H 3.1834 -3.3083 -0.4403
C 3.5309 -5.9701 -1.5436
C 4.0163 -6.9365 -0.4373
O 4.7340 -6.2480 0.5847
O 2.6851 -4.9577 -1.0000
H 2.9997 -6.3464 -2.4248
H 4.4113 -5.4720 -1.9286
H 4.7494 -7.6442 -0.9024
H 3.2581 -7.6146 -0.0586
H 4.0597 -5.7103 1.0246
H 2.0082 -5.4187 -0.4876
C -5.1448 2.4941 -0.8178
C -5.7860 1.5859 0.2519
O -5.5175 0.1974 -0.2023
O -4.7035 3.7005 -0.2475
H -5.9419 2.6558 -1.5751
H -4.3643 1.9062 -1.2896
H -6.8921 1.7351 0.3574
H -5.2108 1.7985 1.1696
H -5.5873 -0.3275 0.6315
H -3.7789 3.5071 -0.0068
C 3.4848 0.0853 5.5592
C 4.3143 1.1131 4.8069
O 4.6081 0.8003 3.4259
O 2.1968 -0.1082 5.0793
H 3.4020 0.4176 6.5387
H 4.0486 -0.8569 5.6156
H 5.2756 1.2864 5.2961
H 3.6587 2.0504 4.7952
H 3.7858 0.7452 2.9215
H 2.1117 -0.2988 4.1603
C -2.5086 5.1892 -2.7157
C -3.2108 6.4824 -2.2823
O -2.1729 7.2805 -1.6395
O -1.4289 5.5239 -3.6506
H -3.2205 4.5589 -3.2915
H -2.0986 4.6031 -1.8740
H -4.0032 6.2067 -1.5528
H -3.6483 6.9498 -3.1740
H -2.3106 8.2131 -1.7484
H -0.5584 5.5379 -3.2159
*
```

***

> Which of these has the highest gap between HOMO and LUMO?

C50H132Cs2N2O42

***

> gap between HOMO and LUMO of number 2 (C50H132Cs2N2O42)?

7.56 eV

***

> Which value of E_LUMO does entry 1 give?

2.18 eV

***

Copy entry 1 word for word.
The following is a DFT calculation (wB97M-V/def2-TZVPD) of a molecular structure, C17H43BrGaO9P2S at a distorted geometry.

Properties
gap between HOMO and LUMO	6.74	eV
max |F|	5.0	eV/Å
E_LUMO	2.18	eV
calculated total energy	-6930.586231	hartree

Geometry as ORCA input:
```
! RIJCOSX wB97M-V def2-TZVPD def2/J DEFGRID3
* xyz -1 1
C -4.7678 -3.7016 -4.1700
C -4.0754 -2.4094 -3.7152
C -2.5847 -2.5880 -3.4305
Br -1.6939 -3.5815 -4.8810
Ga -2.1206 -3.4742 -1.6359
S -3.5406 -2.7832 0.0552
C -1.9729 -5.5140 -1.7663
O -2.8785 -6.1936 -0.8624
C -4.1002 -6.5283 -1.4539
H -4.6419 -3.8588 -5.2395
H -4.3157 -4.5569 -3.6674
H -5.8355 -3.6702 -3.9518
H -4.1973 -1.6682 -4.5143
H -4.5846 -2.0493 -2.8208
H -2.1271 -1.6005 -3.4337
H -0.6430 -2.9464 -1.2557
H -3.8932 -3.9062 0.6884
H -0.9750 -5.7897 -1.4188
H -2.0724 -5.8926 -2.7895
H -4.4811 -7.4206 -0.9514
H -4.0037 -6.7188 -2.5274
H -4.8494 -5.7363 -1.3143
O 1.6154 -1.3577 1.4619
P 1.5399 -1.5048 2.9232
O 3.0467 -1.9308 3.3949
C 4.1704 -1.2386 2.8754
C 4.4239 0.0720 3.6004
O 0.7275 -2.8291 3.2477
C -0.0370 -3.5084 2.2261
C 0.7662 -4.6271 1.6047
O 1.1153 -0.8289 4.3315
C 0.9567 0.5722 4.5807
C 0.3813 1.3302 3.4117
H 4.0492 -1.0658 1.8030
H 5.0253 -1.9036 3.0072
H 3.6395 0.8000 3.3741
H 5.3769 0.5050 3.2918
H 4.4384 -0.0827 4.6799
H -0.3856 -2.8095 1.4679
H -0.9196 -3.9160 2.7174
H 1.7318 -4.2648 1.2505
H 0.2212 -5.0595 0.7654
H 0.9630 -5.4107 2.3401
H 1.9151 0.9977 4.8913
H 0.2830 0.6543 5.4339
H 1.0652 1.3153 2.5679
H 0.2028 2.3720 3.6810
H -0.5607 0.8829 3.0882
O 0.1442 5.0117 -1.9741
P 1.0753 5.1478 -0.8516
O 0.5779 4.3521 0.4388
C 0.0906 3.0062 0.3089
C 1.2244 2.0049 0.2468
O 0.9421 6.6514 -0.2917
C 0.1399 7.6207 -0.9600
C -1.2455 7.6949 -0.3523
O 2.6580 5.1247 -0.6856
C 3.5281 4.2935 -1.4833
C 3.0619 4.1097 -2.9127
H -0.5551 2.9153 -0.5660
H -0.5246 2.8224 1.1887
H 1.7746 2.0969 -0.6939
H 0.8448 0.9839 0.3092
H 1.9296 2.1723 1.0603
H 0.0864 7.4106 -2.0280
H 0.6514 8.5780 -0.8421
H -1.7051 6.7074 -0.3142
H -1.8874 8.3592 -0.9331
H -1.1923 8.0688 0.6713
H 3.6533 3.3271 -0.9901
H 4.5012 4.7830 -1.4733
H 2.1187 3.5620 -2.9580
H 3.8022 3.5452 -3.4791
H 2.9083 5.0752 -3.3965
*
```